DFT (wB97M-V/def2-TZVPD) results for a molecular structure, C50H58BaCl3N8O3S2Sb2 in a non-equilibrium geometry.

Last column: Löwdin charge in e.
Positions of all 127 atoms, in Å:
Ba -0.321 -0.181 -0.451  1.58
N -1.891 2.752 1.310  0.12
C -1.122 3.454 2.216  -0.27
C -1.679 4.177 3.250  -0.03
C -0.876 4.793 4.216  -0.08
C 0.489 4.705 4.159  -0.04
C 1.102 4.015 3.096  -0.15
C 2.502 3.953 2.931  0.00
C 3.017 3.283 1.856  -0.03
C 2.139 2.682 0.943  -0.18
N 0.832 2.730 1.049  0.06
C 0.299 3.381 2.108  -0.17
H -2.840 3.080 1.205  0.10
H -1.409 2.600 0.434  -0.04
H -2.756 4.258 3.312  0.11
H -1.354 5.351 5.007  0.11
H 1.114 5.174 4.905  0.11
H 3.141 4.459 3.641  0.12
H 4.080 3.229 1.689  0.11
H 2.530 2.174 0.073  0.04
C -4.524 -0.519 -2.526  -0.31
Sb -2.821 0.711 -2.052  1.22
C -4.008 2.464 -1.722  -0.29
C -2.278 1.102 -4.131  -0.30
C -2.781 2.418 -4.567  -0.32
C -4.094 2.524 -5.021  -0.08
C -4.642 3.744 -5.368  -0.08
C -3.882 4.894 -5.243  -0.08
C -2.575 4.803 -4.806  -0.05
C -1.998 3.579 -4.480  -0.29
C -0.571 3.551 -4.094  -0.31
Sb -0.198 3.334 -1.942  1.29
C -1.183 5.195 -1.431  -0.29
C 1.728 4.297 -2.067  -0.30
H -5.272 0.103 -3.011  0.00
H -4.950 -0.937 -1.618  -0.01
H -4.228 -1.327 -3.191  0.01
H -4.583 2.681 -2.613  0.00
H -3.371 3.315 -1.509  -0.03
H -4.683 2.303 -0.889  0.01
H -2.727 0.288 -4.699  0.07
H -1.197 1.015 -4.193  0.04
H -4.691 1.625 -5.115  0.11
H -5.659 3.799 -5.728  0.10
H -4.301 5.857 -5.499  0.10
H -1.977 5.700 -4.724  0.11
H -0.097 4.490 -4.378  0.06
H -0.038 2.731 -4.577  0.06
H -0.741 5.996 -2.014  0.01
H -1.041 5.403 -0.374  0.00
H -2.246 5.164 -1.644  -0.01
H 1.632 5.249 -2.583  0.01
H 2.441 3.670 -2.592  -0.02
H 2.092 4.472 -1.060  -0.01
C -2.881 -3.191 0.092  0.00
C -2.880 -2.232 1.216  -0.39
N -2.363 -1.023 1.193  -0.05
C -2.572 -0.486 2.432  -0.17
C -3.222 -1.387 3.218  -0.08
N -3.409 -2.496 2.434  0.12
H -3.114 -2.678 -0.837  0.08
H -3.602 -3.987 0.248  0.09
H -1.886 -3.622 -0.006  0.05
H -2.253 0.513 2.655  0.09
H -3.565 -1.338 4.231  0.10
H -3.866 -3.346 2.724  0.16
Cl -1.371 -6.598 -0.360  0.72
C -0.429 -5.891 0.892  -0.67
C -1.050 -5.336 1.998  -0.10
C -0.278 -4.790 3.003  -0.02
C 1.110 -4.820 2.961  -0.16
C 1.951 -4.367 4.144  -0.27
C 1.742 -2.863 4.427  -0.06
N 1.890 -2.095 3.220  -0.06
C 3.009 -2.006 2.442  -0.05
C 2.680 -1.195 1.396  -0.13
N 1.385 -0.785 1.522  -0.10
C 0.943 -1.347 2.625  -0.16
O 1.760 -5.234 5.254  -0.08
C 1.058 -4.837 6.416  -0.16
C -0.433 -4.704 6.280  -0.34
C -1.257 -5.736 5.923  -0.98
Cl -0.784 -7.321 5.502  0.72
S -2.921 -5.255 5.844  1.00
C -2.497 -3.655 6.319  -0.41
C -1.164 -3.511 6.515  -0.16
C 1.707 -5.357 1.821  -0.57
Cl 3.417 -5.384 1.628  0.76
C 0.949 -5.884 0.788  -0.12
H -2.123 -5.355 2.085  0.10
H -0.772 -4.348 3.852  0.10
H 3.004 -4.516 3.867  0.11
H 2.480 -2.526 5.164  0.15
H 0.734 -2.693 4.812  0.12
H 3.917 -2.515 2.690  0.12
H 3.291 -0.875 0.573  0.09
H -0.045 -1.218 3.022  0.12
H 1.472 -3.913 6.835  0.13
H 1.272 -5.655 7.112  0.14
H -3.266 -2.920 6.439  0.06
H -0.705 -2.590 6.830  0.12
H 1.436 -6.301 -0.077  0.11
C -0.093 -3.700 -2.692  0.03
C -0.162 -2.428 -1.866  -0.80
O 0.074 -2.483 -0.649  -0.26
O -0.464 -1.358 -2.457  -0.40
H 0.793 -4.269 -2.427  0.09
H -0.090 -3.459 -3.751  0.08
H -0.964 -4.309 -2.459  0.07
N 1.759 -0.798 -4.115  0.12
C 2.717 -0.042 -3.553  -0.80
S 2.430 0.655 -2.062  0.64
N 3.850 0.126 -4.269  0.07
C 4.980 0.947 -4.116  -0.23
C 5.196 1.817 -3.054  -0.06
C 6.326 2.617 -3.039  -0.07
C 7.258 2.561 -4.059  -0.09
C 7.060 1.674 -5.103  -0.08
C 5.933 0.875 -5.136  -0.03
H 0.933 -1.020 -3.561  0.04
H 1.899 -1.284 -4.988  0.12
H 3.894 -0.420 -5.123  0.14
H 4.485 1.874 -2.247  0.02
H 6.477 3.297 -2.215  0.11
H 8.123 3.208 -4.046  0.11
H 7.784 1.613 -5.900  0.11
H 5.783 0.200 -5.968  0.11

Summary:
M (g/mol): 1370.41
HOMO-LUMO gap (Ha): 0.2898
Total charge: +1
HOMO level (eV): -9.70
Relative energy (zero: lowest compared OMol25 entry of this formula, charge and spin) (kcal per mole): 35.1

DFT (wB97M-V/def2-TZVPD) results for a molecular structure, C36H26ClNO2PPdSTe.

Last column: Löwdin charge in e.
Positions of all 70 atoms, in Å:
Pd -0.843 0.762 -0.870  0.52
Cl -5.982 -1.027 5.965  0.72
C -5.041 -0.283 4.725  -0.65
C -5.197 -0.704 3.411  -0.08
C -4.442 -0.106 2.420  0.00
C -3.536 0.902 2.744  -0.14
C -3.393 1.317 4.066  0.00
C -4.145 0.723 5.062  -0.08
C -2.740 1.510 1.663  -0.58
O -1.888 2.442 2.046  -0.35
O -2.837 1.187 0.479  -0.10
H -5.905 -1.486 3.177  0.11
H -4.552 -0.412 1.389  0.12
H -2.694 2.104 4.311  0.12
H -4.049 1.033 6.093  0.11
N -4.300 -2.689 -6.263  0.17
C -3.703 -2.190 -5.418  -0.17
C -2.956 -1.564 -4.359  -0.22
C -3.557 -1.350 -3.120  -0.01
C -2.831 -0.761 -2.097  -0.11
C -1.510 -0.377 -2.319  -0.29
C -0.910 -0.588 -3.552  -0.09
C -1.637 -1.177 -4.576  -0.01
H -4.584 -1.650 -2.962  0.13
H -3.298 -0.600 -1.133  0.09
H 0.114 -0.290 -3.735  0.09
H -1.184 -1.339 -5.544  0.13
Te -0.915 3.269 0.464  1.55
C 0.574 4.072 1.609  -0.92
C 0.558 5.348 2.122  -0.22
C 1.749 5.664 2.810  -0.16
C 2.643 4.629 2.794  -0.37
S 2.054 3.278 1.952  1.00
H -0.278 6.024 2.007  0.11
H 1.939 6.611 3.292  0.11
H 3.625 4.607 3.240  0.08
C 3.196 0.188 3.132  -0.08
C 3.910 0.335 1.952  -0.08
C 3.267 0.221 0.726  -0.10
C 1.901 -0.041 0.685  -0.38
C 1.183 -0.173 1.876  -0.11
C 1.829 -0.060 3.094  -0.08
P 1.032 -0.437 -0.858  1.01
C 0.955 -2.248 -0.768  -0.33
C -0.206 -2.978 -0.996  -0.07
C -0.192 -4.363 -0.894  -0.06
C 0.978 -5.026 -0.563  -0.06
C 2.140 -4.304 -0.319  -0.06
C 2.128 -2.924 -0.413  -0.09
C 2.167 -0.005 -2.197  -0.38
C 2.414 1.351 -2.418  -0.10
C 3.276 1.747 -3.426  -0.06
C 3.887 0.791 -4.229  -0.06
C 3.634 -0.556 -4.022  -0.06
C 2.777 -0.958 -3.006  -0.07
H 3.704 0.266 4.084  0.11
H 4.975 0.527 1.982  0.11
H 3.831 0.322 -0.193  0.11
H 0.120 -0.393 1.846  0.10
H 1.270 -0.172 4.014  0.11
H -1.127 -2.476 -1.250  0.08
H -1.102 -4.920 -1.074  0.11
H 0.986 -6.105 -0.485  0.11
H 3.054 -4.816 -0.049  0.11
H 3.035 -2.370 -0.204  0.11
H 1.928 2.097 -1.798  0.09
H 3.466 2.799 -3.591  0.11
H 4.555 1.100 -5.022  0.11
H 4.102 -1.300 -4.653  0.11
H 2.577 -2.011 -2.858  0.11

Summary:
M (g/mol): 837.12
HOMO-LUMO gap (Ha): 0.2889
Total charge: +1
HOMO level (eV): -11.58
Relative energy (zero: lowest compared OMol25 entry of this formula, charge and spin) (kcal per mole): 20.5